Arrangement w

Below is 40 unconnected molecules or ions with the total composition H80O40, with properties calculated with wB97M-V/def2-TZVPD.

As for the lowest unoccupied orbital energy: -0.0324 Ha. As for the multiplicity: 1. The orbital gap is 9.6 eV.

Each line ends with the Löwdin charge.
CARTESIAN COORDINATES (ANGSTROEM)
H -3.10127 -3.65343 1.26991  -0.07
H -4.60260 -3.20178 0.82716  0.15
O -3.93885 -3.51331 1.66135  -0.13
H 1.53423 1.33876 -3.12089  -0.02
H 2.00068 2.47771 -4.02843  -0.05
O 1.59997 1.78329 -3.88796  0.11
H -3.19182 1.76631 -1.95500  0.11
H -2.93120 2.79305 -0.59792  -0.04
O -2.75969 2.57047 -1.46180  -0.06
H 2.61329 0.29722 -0.53849  0.06
H 2.54289 0.62910 -1.97493  -0.06
O 2.73841 1.08171 -1.20471  -0.06
H -1.58580 3.49664 1.47176  -0.09
H -0.80972 2.35727 2.66830  0.20
O -1.15003 2.76516 1.64628  -0.09
H -4.08929 0.31016 -4.56952  0.04
O -3.17422 0.40743 -4.74320  0.01
H 1.72814 -3.77229 1.50851  0.08
O 2.10321 -3.77015 0.60504  0.02
H -1.54529 -1.24003 5.95133  0.09
H -2.35761 -0.36432 4.88948  0.06
O -2.04489 -1.35692 5.05288  -0.14
H 3.22349 -2.86622 -4.52814  -0.10
H 3.87803 -2.34870 -3.32667  0.09
O 3.71620 -3.18086 -3.92667  0.00
H 2.31820 2.87518 2.24200  0.03
H 3.06301 3.50055 3.37977  -0.02
O 2.25603 3.30247 3.09992  0.03
H 4.34920 -1.64746 2.96847  0.01
H 3.83618 -2.97354 3.46253  -0.03
O 4.11784 -2.57994 2.72247  -0.03
H -0.73832 5.61017 -0.08288  0.08
O -1.18168 5.95906 0.71432  -0.02
H -2.64693 0.47352 1.32756  0.04
H -4.15187 0.62619 1.28280  0.11
O -3.34788 1.03494 1.73516  -0.08
H -1.11362 -3.01156 -0.31868  0.04
H -1.76202 -1.86181 0.52957  -0.02
O -1.75502 -2.75716 0.40399  -0.06
H -4.46133 -0.35946 3.91974  -0.01
H -3.86517 -1.55314 3.55485  -0.08
O -4.53215 -1.06275 3.29249  0.01
H 4.60583 -0.20942 -1.19992  0.01
H 5.67024 0.96156 -1.20066  0.00
O 5.54895 0.05411 -1.19749  -0.02
H -1.61338 -1.75777 -5.80768  0.10
H -1.33838 -2.06805 -4.43631  -0.07
O -0.99227 -1.60610 -5.05738  0.03
H -1.25544 1.68906 -5.29455  0.05
H -0.18018 2.68299 -5.08235  0.00
O -0.40589 2.00400 -5.64314  0.00
H 1.85744 -4.51694 -2.62552  0.09
O 1.54741 -3.71035 -2.21024  -0.03
H -2.66987 -4.40123 2.94969  0.08
H -1.27536 -4.77008 2.40452  -0.04
O -1.85981 -5.05931 3.06184  -0.07
H -0.53435 -4.68777 -0.30661  0.02
O -0.67284 -4.39110 -1.20681  -0.02
H -3.02504 -3.11741 -0.84426  0.09
H -4.38614 -3.93079 -1.64275  0.02
O -3.94806 -3.11634 -1.43470  -0.13
H 3.21702 -1.39617 1.51296  0.02
H 4.12946 -0.89985 0.22696  -0.02
O 3.41816 -0.82512 0.77818  0.00
H 0.65036 0.46764 2.77285  0.07
H -0.61656 -0.15842 2.20075  0.02
O -0.35206 0.42192 2.92848  -0.08
H -3.67197 5.49915 -0.85077  0.01
H -2.28210 5.70963 -0.29330  -0.03
O -2.83684 5.83781 -1.13718  -0.10
H -3.57413 2.26163 4.49755  0.02
H -3.52794 1.34747 3.38189  -0.06
O -3.82906 1.37521 4.25205  -0.03
H 1.00298 -1.79152 -2.28903  0.08
H 1.07381 -0.85386 -3.53201  0.13
O 1.65305 -1.04329 -2.60671  -0.15
H 0.84040 0.85857 -5.36993  0.01
H 0.78816 -0.57222 -6.04550  -0.03
O 1.06929 -0.09350 -5.36157  -0.06
H 3.28163 0.22965 -4.41373  -0.03
H 4.36390 -0.02015 -5.40842  0.06
O 3.81282 -0.46133 -4.74747  -0.03
H 5.78672 0.13842 2.47115  0.08
H 4.49623 0.70506 3.09181  0.10
O 5.13824 -0.09261 3.18439  -0.08
H 1.24400 -6.66809 -0.35166  0.03
H 0.20222 -5.88498 0.36354  -0.05
O 0.53343 -6.72572 0.24985  0.02
H 3.65186 4.83948 -2.18922  0.08
O 3.13458 5.03530 -1.33700  -0.10
H 1.86109 3.20378 -1.71099  -0.08
H 0.37315 2.92439 -2.18056  0.08
O 1.00920 3.37921 -1.58699  -0.01
H 2.30330 -3.20480 -2.11463  -0.01
H -2.54440 -0.23918 -4.77546  -0.06
H 0.24053 -4.38763 -1.34700  -0.04
H 2.67636 -3.16480 0.36012  -0.08
H -1.09366 5.28237 1.40786  0.03
H 2.18318 4.97031 -1.60853  0.02
O -1.29890 2.39438 6.26485  -0.09
H -1.94682 2.17736 5.62227  -0.05
H -0.63784 2.99078 5.66628  0.11
O -0.66192 -0.23395 -0.07285  -0.06
H -0.19455 0.20421 0.59081  -0.06
H -1.02053 0.55426 -0.68064  0.13
O 1.73806 -1.88423 4.24211  -0.01
H 1.81675 -1.01718 4.50909  -0.01
H 1.34321 -2.42760 4.93334  0.06
O -3.68336 -3.63470 -4.46893  -0.04
H -3.08656 -3.93802 -3.79798  0.01
H -4.18913 -2.99667 -3.95733  0.02
O -0.18607 4.58495 3.43530  0.00
H 0.52524 4.22969 2.94959  0.00
H -0.12893 5.42673 3.73758  0.03
O -2.86513 4.35230 3.61555  0.03
H -2.87315 3.64406 2.99652  0.00
H -2.03167 4.40784 3.91396  -0.07
O 1.05139 1.40324 1.28552  -0.14
H 1.88584 1.05748 0.76857  0.09
H 0.78405 2.27070 0.87619  0.07

Arrangement x

Below is a molecular structure, H80O40, with properties calculated with wB97M-V/def2-TZVPD.

As for the lowest unoccupied orbital energy: -0.0226 Ha. As for the multiplicity: 1. The orbital gap is 9.8 eV.

Each line ends with the Löwdin charge.
CARTESIAN COORDINATES (ANGSTROEM)
H 5.39374 -2.08808 0.67491  0.09
H 4.35732 -2.27232 -0.54893  -0.04
O 4.93264 -1.66832 -0.11144  -0.08
H 3.98990 3.27691 -3.33705  0.07
H 4.59410 3.89654 -2.02407  -0.06
O 3.89728 3.70525 -2.49396  0.03
H -1.92387 -3.47011 3.76009  0.04
H -3.00145 -3.19580 2.51125  0.05
O -2.74102 -3.01356 3.45672  -0.08
H -2.21162 -0.11169 4.15352  0.07
H -3.36030 -0.63033 3.17629  0.04
O -2.93316 0.18533 3.50369  -0.07
H 2.98025 -1.71412 -2.28398  0.11
H 2.97200 -3.05318 -2.07843  0.01
O 3.03569 -2.31807 -1.48808  -0.06
H 0.14538 -4.74191 4.00289  -0.02
O 0.51889 -5.61169 3.75439  -0.05
H 0.16694 -2.04972 -3.05876  -0.02
O 0.23830 -1.31994 -2.44796  -0.07
H 1.77161 -3.03066 1.19890  0.11
H 1.32837 -1.97402 2.30914  0.11
O 1.03838 -2.43445 1.44311  -0.04
H -1.16014 2.09310 0.99321  0.07
H -1.74782 0.86583 1.86681  0.04
O -1.02388 1.54098 1.80583  -0.11
H -0.72632 5.32371 3.02568  0.02
H 0.36874 5.27355 4.09936  0.02
O 0.08007 5.76858 3.34077  -0.06
H 0.60835 1.55973 -4.13663  0.00
H 0.53278 3.07473 -4.63139  0.14
O 0.60002 2.06124 -4.94928  -0.10
H 0.79741 -1.02655 -6.36048  0.04
O 0.81457 -1.01250 -5.39926  -0.08
H -2.11001 -1.25583 -4.94792  0.05
H -3.17104 -2.35813 -4.91196  -0.01
O -2.57826 -1.95578 -5.47373  -0.02
H -1.12182 0.36505 -3.56368  -0.05
H -1.12747 1.74488 -3.14366  -0.05
O -1.45771 1.15351 -3.79251  -0.02
H 2.64954 -0.81822 0.36086  0.01
H 2.10661 0.51959 0.91418  0.02
O 2.74546 0.15410 0.30453  -0.05
H -4.06695 -0.05293 -4.81664  0.06
H -4.03323 1.29418 -4.14262  0.06
O -4.48847 0.43557 -4.04887  -0.07
H -0.16202 -5.08501 1.03142  -0.07
H 0.14944 -5.39251 -0.49968  0.08
O -0.53774 -5.21114 0.22123  -0.05
H 1.04341 -3.75312 5.76614  0.12
H -0.49728 -3.59705 5.69529  0.08
O 0.30876 -3.36530 5.19530  -0.07
H -0.00270 -1.36794 4.83239  0.00
O -0.25987 -0.58464 5.38366  -0.14
H -1.93367 5.63326 -1.37107  -0.03
H -1.45032 4.64961 -2.44245  0.07
O -2.01672 5.50033 -2.28525  -0.07
H 2.89399 3.13296 -0.89441  0.10
O 1.93120 2.75607 -1.09316  -0.12
H -0.07723 -3.16761 1.86396  0.05
H -1.67973 -3.45338 1.94208  0.18
O -0.66321 -4.01560 2.36322  -0.30
H 5.18163 2.19416 -0.41747  0.01
H 5.09812 2.83469 1.01402  0.02
O 5.44134 2.89554 0.13273  -0.01
H -2.66696 2.76852 2.58574  0.09
H -3.11753 4.09526 3.20653  0.06
O -2.34285 3.51373 3.27654  -0.11
H 3.30293 2.33289 2.82798  0.01
H 3.26650 3.36062 4.13836  0.08
O 3.38510 2.43170 3.77839  -0.07
H -0.97596 -3.75761 -0.97661  0.10
H -2.26494 -2.74106 -1.03074  -0.03
O -1.42949 -2.87745 -0.70604  -0.09
H 1.57090 -4.71414 -3.18275  0.03
H 2.45453 -5.65445 -2.25288  0.11
O 1.98678 -4.75156 -2.33175  -0.06
H -0.86617 -0.33384 -0.19103  0.08
H -1.27687 0.19314 -1.57459  0.07
O -1.56837 0.28066 -0.59075  -0.10
H -1.14422 -1.26989 2.86569  -0.07
H -0.09931 -0.49878 2.09069  0.07
O -0.90734 -1.11574 2.04454  -0.06
H -0.17806 1.75187 -1.10569  0.03
H 0.35067 2.88467 -2.12956  0.13
O -0.47832 2.26426 -1.86925  -0.11
H -1.63239 5.40234 0.97361  0.01
H -2.49534 4.26620 1.56162  -0.08
O -2.44079 4.97646 1.00349  0.03
H -3.72608 -2.38414 -2.94146  0.12
O -3.01696 -1.72204 -2.65472  -0.07
H -1.61716 -2.79335 -3.24751  0.08
H -1.24837 -3.36313 -4.73281  0.03
O -0.92750 -3.40513 -3.80747  -0.13
H -0.02563 0.21222 4.70298  0.07
H 0.57614 -5.81513 2.89907  -0.07
H 1.94962 1.80352 -1.21688  0.02
H -0.22295 -1.67257 -1.64585  0.02
H 0.37912 -1.96788 -5.33051  0.08
H -3.50449 -1.03830 -3.13498  0.02
O 1.91892 5.10423 1.56405  -0.08
H 2.39445 5.37684 2.31239  -0.01
H 2.44944 5.57966 0.83568  0.09
O -1.26365 0.68560 -6.56136  -0.01
H -1.01667 1.28252 -5.82420  0.02
H -1.39983 -0.04379 -6.12093  -0.13
O 0.63715 3.20387 3.29988  -0.10
H 0.02651 2.71667 2.61846  0.06
H -0.05207 3.52524 3.88828  0.03
O -3.39563 2.22307 0.64529  -0.10
H -2.95036 2.45018 -0.21084  0.06
H -3.41781 1.16178 0.58474  0.11
O -3.04951 -1.85818 0.45328  -0.05
H -3.24784 -0.96742 0.29879  0.00
H -2.18386 -1.89803 0.86237  -0.01
O 0.83990 0.45065 3.32885  -0.04
H 0.92230 1.36826 3.38120  -0.01
H 1.56853 0.00798 3.73849  0.07
O 3.74611 -1.15705 2.49432  0.03
H 4.23998 -1.23885 1.60146  0.06
H 3.73849 -0.35293 2.60559  -0.14

Arrangement y

Below is 40 unconnected molecules or ions with the total composition H80O40, with properties calculated with wB97M-V/def2-TZVPD.

As for the lowest unoccupied orbital energy: -0.0174 Ha. As for the multiplicity: 1. The orbital gap is 10.2 eV.

Each line ends with the Löwdin charge.
CARTESIAN COORDINATES (ANGSTROEM)
H -3.64530 2.93919 3.95867  -0.03
H -3.24126 1.65544 4.82533  0.02
O -3.91720 2.29059 4.60467  -0.04
H 0.72711 -2.07196 -6.17047  0.05
H -0.10494 -1.28482 -5.16882  0.04
O 0.77312 -1.65660 -5.30794  -0.04
H -3.43475 4.06423 -0.89542  -0.02
H -3.43594 4.81067 0.38355  0.01
O -3.87914 4.83434 -0.47337  -0.07
H -0.54893 0.26622 2.26584  0.00
H -0.48977 0.30269 3.70010  0.03
O -0.14534 -0.23130 2.97515  -0.05
H -2.94936 -4.95641 0.40417  -0.01
H -2.99116 -4.70240 1.80187  0.03
O -3.61569 -4.84820 1.08219  -0.06
H -2.92000 1.02090 -4.58906  0.02
O -3.28156 0.98903 -3.70336  -0.05
H -0.27557 -4.20440 0.01541  0.00
O 0.04714 -5.12872 -0.01147  -0.06
H -2.49939 0.98812 3.09320  0.02
H -3.05492 -0.05134 2.10588  0.04
O -2.84722 0.10387 3.02344  -0.06
H 0.91856 1.46302 -0.33558  0.02
H 0.18175 2.58445 0.19648  0.01
O 0.08118 1.60427 0.14646  -0.09
H 2.08868 -0.25969 1.27097  0.05
H 2.95118 -1.45086 1.16585  0.02
O 2.66154 -0.71111 0.63307  -0.07
H 2.86047 -5.92388 -2.07392  0.04
H 1.78008 -5.13216 -2.97146  0.02
O 2.67267 -5.13639 -2.58267  -0.07
H 3.03695 1.31297 -4.66234  0.05
O 2.42375 1.53084 -3.96175  -0.04
H -2.43078 4.55549 -3.34825  0.05
H -3.92330 4.04997 -3.47564  0.05
O -3.01122 3.87844 -3.68995  -0.04
H 3.06518 -2.10922 -2.90808  0.01
H 4.00330 -3.09640 -2.97536  0.00
O 3.70260 -2.40507 -3.58003  -0.07
H 1.53976 -2.88542 1.58421  0.01
H 1.34375 -4.27803 1.61719  0.01
O 1.14072 -3.52173 2.19199  -0.06
H 1.16206 3.03850 1.82274  0.04
H 2.04795 3.69602 0.71784  0.04
O 1.18510 3.71204 1.14242  -0.03
H -1.45755 -2.48122 -0.40858  0.03
H -1.87549 -3.64142 -1.56850  0.06
O -1.79878 -3.33775 -0.67528  -0.04
H -1.24368 0.68190 -1.19270  0.01
H -2.30921 -0.14522 -1.94283  0.05
O -1.35650 -0.01730 -1.85153  -0.04
H -5.93149 2.80804 0.01825  0.10
O -5.66712 2.37878 0.84912  0.01
H 3.84540 1.04142 0.19961  0.00
H 4.69826 0.31149 1.15114  0.03
O 4.63716 1.17708 0.73273  -0.06
H -0.42413 -1.35447 -0.88652  0.01
O 0.40780 -1.85348 -0.80419  -0.07
H -0.24601 3.51671 -2.70303  0.05
H 0.24335 2.28858 -2.31025  0.04
O 0.26283 3.19010 -1.93585  -0.06
H 3.45025 -4.03414 3.02112  0.01
H 2.95854 -5.23831 2.86698  0.00
O 3.86193 -4.91124 2.99975  -0.05
H 1.82859 -2.82503 4.66723  0.07
H 0.80992 -1.60343 4.69996  0.02
O 1.71619 -1.87248 4.65385  -0.03
H 1.29299 -6.16203 2.84196  0.01
H -0.13594 -5.64965 2.72613  0.02
O 0.53518 -5.91198 3.36157  -0.04
H -2.46037 2.53804 -0.38641  0.03
H -1.34063 2.77461 -1.06847  0.03
O -2.29972 2.82187 -1.33051  -0.12
H -5.54723 -2.15888 -0.59489  0.04
H -5.40522 -1.85536 0.75162  0.03
O -5.50658 -1.34758 -0.06364  -0.06
H 2.19611 4.26282 -4.53286  0.03
H 1.82639 4.34947 -3.10462  0.01
O 1.53759 4.67509 -3.96997  -0.05
H -0.97297 4.29648 1.48275  0.02
H -0.86198 4.43531 3.11569  0.06
O -1.40262 4.36429 2.33258  -0.02
H 0.57912 -3.24617 -3.66429  0.03
H 0.40911 -3.40784 -2.04459  -0.03
O 0.45744 -3.79494 -2.88674  -0.04
H 3.19766 1.88871 4.08110  0.01
H 3.30527 2.39085 2.64266  0.00
O 3.06962 2.67307 3.53209  -0.06
H 4.96330 -1.40879 -0.94702  0.01
O 5.61632 -1.93249 -1.42305  -0.05
H -1.55628 2.16984 -5.36834  0.04
H -1.15244 1.78214 -4.16070  0.00
O -0.73482 2.30481 -4.86577  -0.04
H -6.07596 3.07815 1.36757  0.09
H -2.89689 1.79534 -3.30266  -0.01
H 0.88621 -1.34234 -0.12679  0.04
H -0.21906 -5.52519 -0.84339  0.04
H 1.79200 2.18786 -4.27117  0.01
H 6.22399 -1.25018 -1.72875  0.05
O 3.38522 -3.29987 0.20624  -0.04
H 2.69267 -3.70932 -0.34189  0.04
H 4.13697 -3.60246 -0.32426  0.05
O 1.74470 0.34085 -1.56225  -0.05
H 2.51333 0.36869 -2.13149  0.05
H 1.11559 -0.35591 -1.72126  0.01
O 3.33717 -0.28791 3.80760  -0.08
H 2.56352 -0.54617 4.35046  0.00
H 4.08002 -0.22218 4.40666  0.04
O 3.43383 4.86140 -1.05263  -0.03
H 3.69084 4.69537 -0.15511  0.02
H 4.24175 4.96315 -1.56108  0.05
O -4.24338 4.28423 2.77879  -0.05
H -3.59884 4.88388 3.16664  0.05
H -3.70938 3.67787 2.24776  -0.01
O -1.91323 -1.14803 5.09250  -0.08
H -2.32407 -1.18001 4.20072  0.02
H -1.57703 -2.01921 5.31596  0.03
O -3.34000 1.73740 0.96488  -0.12
H -3.33905 1.14112 0.20771  0.04
H -4.37234 1.89796 1.12875  0.03

Arrangement z

Below is 40 unconnected molecules or ions with the total composition H80O40, with properties calculated with wB97M-V/def2-TZVPD.

As for the lowest unoccupied orbital energy: -0.0158 Ha. As for the multiplicity: 1. The orbital gap is 10.0 eV.

Each line ends with the Löwdin charge.
CARTESIAN COORDINATES (ANGSTROEM)
H 2.62128 3.15630 1.04166  -0.02
H 2.36843 1.94960 1.77286  0.05
O 3.16038 2.53594 1.56683  -0.10
H -5.73780 -2.51686 0.71118  0.02
H -6.05812 -1.01420 1.10509  -0.01
O -6.09094 -1.92902 1.39112  -0.06
H 1.75622 1.62654 4.80905  0.07
H 0.48602 2.19287 5.55175  0.03
O 0.97952 1.41408 5.34200  -0.07
H -2.49513 0.56078 -2.60385  0.08
H -1.25769 -0.50297 -2.35091  0.07
O -1.49842 0.49923 -2.62747  -0.11
H 4.05360 0.41593 2.20432  0.01
H 4.21649 0.72046 0.75158  -0.02
O 4.38063 0.00964 1.37190  -0.07
H 0.04236 0.52605 4.16224  0.00
O -0.59723 -0.09392 3.76078  -0.08
H 2.10786 -2.14016 1.02583  0.03
O 1.51694 -2.02870 1.77704  -0.05
H -3.48622 -1.03197 4.47837  0.07
H -3.02769 -0.89047 3.16340  0.04
O -2.80512 -1.47164 3.95155  -0.08
H -2.78010 3.50421 -0.49435  0.02
H -2.63673 4.39702 -1.54871  0.00
O -2.11119 4.15619 -0.78165  -0.09
H -0.21315 -2.83300 4.95479  0.03
H -1.53378 -2.49020 4.34212  0.02
O -0.85799 -3.24009 4.34485  -0.08
H -2.80733 -0.53899 1.82673  0.04
H -2.29466 0.95998 1.62339  0.08
O -3.07389 0.38516 1.87251  -0.05
H 1.87745 1.67887 -1.10743  0.04
O 2.03895 1.42588 -2.02728  -0.02
H 0.91918 -4.97735 1.25123  -0.03
H 1.44792 -5.73120 -0.02326  0.00
O 1.64115 -5.56762 0.89135  -0.09
H 3.22036 -0.32686 4.59116  0.02
H 2.70261 -1.20943 3.51808  0.05
O 3.32480 -0.44988 3.63907  -0.08
H 0.39896 0.22764 2.30912  0.03
H 1.57886 -0.29651 1.80780  0.00
O 1.00236 0.44494 1.55354  -0.08
H -3.87101 2.73107 -2.85652  0.06
H -5.06789 3.22839 -1.87541  0.10
O -4.08516 3.20531 -2.03763  -0.06
H 5.18306 3.22064 -0.70794  0.06
H 3.85541 2.52930 -0.17310  -0.01
O 4.32870 2.88047 -0.94215  -0.05
H 2.28346 -1.12485 -0.07039  0.04
H 2.24427 -1.83017 -1.35500  0.03
O 1.67029 -1.67867 -0.60476  -0.06
H -3.90595 -0.82259 -4.73704  0.05
O -4.11970 -1.15887 -3.85889  -0.06
H -5.15353 0.94528 -0.81673  0.03
H -4.38673 0.40556 0.54280  -0.01
O -5.21643 0.55267 0.07061  -0.06
H 6.37097 0.68110 -2.36288  0.07
O 5.59444 0.21296 -2.02626  -0.05
H 3.89770 -1.87627 -3.02847  0.02
H 5.08660 -1.80045 -3.94041  0.02
O 4.27282 -2.29725 -3.86162  -0.08
H 1.30753 -3.95122 -3.95130  0.04
H 2.39087 -4.06261 -2.92131  0.02
O 1.44363 -3.94568 -2.99720  -0.05
H -0.59880 -3.56681 2.35969  0.04
H -0.04753 -5.04859 2.88007  0.11
O 0.04963 -4.25713 2.32316  -0.07
H 1.01205 -1.38422 5.49120  0.03
H 2.17062 -1.41508 6.54781  0.06
O 1.88272 -1.04509 5.72116  -0.03
H 1.03628 3.44720 -2.71052  0.05
H 1.89340 4.50720 -3.27402  0.10
O 1.12095 4.42019 -2.69209  -0.05
H -0.24995 -1.00411 -5.07468  0.06
H 0.25342 -1.32884 -3.84552  -0.01
O 0.64481 -1.09701 -4.68934  -0.05
H -2.86347 1.74710 4.34534  0.01
H -2.38533 0.95510 5.60269  0.05
O -3.15170 1.18235 5.05273  -0.04
H -2.05722 -1.82415 -2.73590  0.04
H -1.51073 -2.93933 -1.95460  0.01
O -1.17781 -2.09414 -2.35047  -0.10
H -0.35955 3.31368 0.93569  0.02
H -0.32187 4.77948 1.49143  0.06
O -0.17672 3.86201 1.69598  -0.03
H 2.24787 4.25674 -1.16211  0.03
H 1.22519 4.57809 -0.27921  0.06
O 2.12077 4.19546 -0.18713  -0.08
H -1.76699 -5.52057 -1.71556  0.09
O -1.93967 -4.59796 -1.93814  -0.05
H -0.44247 0.62228 0.12466  0.01
H -1.33111 1.06756 -1.10834  0.00
O -1.21800 1.16221 -0.12474  -0.08
H -3.54695 -1.95032 -3.73691  0.02
H -1.41616 -0.28303 4.19549  -0.02
H 5.11049 0.98290 -1.66641  0.02
H 1.07191 -2.86726 1.90046  0.01
H 2.83774 0.90701 -2.06272  0.03
H -2.24392 -4.45322 -2.86530  0.09
O -1.02845 -2.07887 0.14033  -0.06
H -0.23507 -1.52019 -0.06745  0.03
H -0.82046 -2.90791 -0.27058  0.01
O -1.01709 5.05298 -3.91363  -0.05
H -0.74743 4.15258 -3.87998  -0.04
H -0.53801 5.42669 -3.16170  0.03
O -1.74310 2.46731 -4.96280  -0.05
H -0.98742 2.89573 -4.56382  -0.02
H -1.41992 1.68328 -5.39174  0.02
O -3.99519 -2.89444 -2.04333  -0.08
H -3.55639 -3.25293 -1.22673  0.07
H -4.37639 -2.11476 -1.62401  0.05
O -0.65964 2.44844 4.10424  -0.09
H -0.39398 2.86799 3.25332  0.04
H -1.26527 3.10299 4.48371  0.07
O 0.57505 1.47185 -4.59985  -0.11
H -0.05611 1.43640 -3.81032  0.03
H 1.28648 0.89182 -4.30959  0.02
O 4.50675 -2.00228 -0.93738  -0.07
H 5.01494 -1.17156 -0.95729  0.01
H 4.98232 -2.81519 -1.14303  0.07

Of them, arrangement w has the lowest stability.